The following is a DFT calculation (wB97M-V/def2-TZVPD) of an isolated molecule of C23H27N3O6S.

Computed properties:
**LUMO energy**: 0.261 eV
**Structure (SMILES)**: CCOc1ccc(N2C[C@@H](C(=O)Nc3ccc(S(=O)(=O)N4CCOCC4)cc3)CC2=O)cc1
**Energy relative to the best compared isomer or geometry (same formula, charge and spin)**: 33.32 kcal/mol
**Charge**: 0

CARTESIAN COORDINATES (ANGSTROEM)
C (4.035269, -5.266579, 9.005155)
C (3.581361, -5.324022, 7.554947)
O (3.230184, -4.011446, 7.163244)
C (2.807542, -3.795413, 5.889908)
C (2.498527, -2.474230, 5.564395)
C (2.061910, -2.139269, 4.301458)
C (1.915403, -3.120314, 3.320379)
N (1.455283, -2.774151, 2.037515)
C (0.772070, -1.515011, 1.808625)
C (0.129404, -1.666993, 0.426609)
C (0.094931, -0.349449, -0.341279)
O (0.663330, 0.648832, 0.030768)
N (-0.626450, -0.453291, -1.496545)
C (-0.845427, 0.508655, -2.483436)
C (-1.645426, 0.148709, -3.570327)
C (-1.897911, 1.057592, -4.579280)
C (-1.349046, 2.323595, -4.504551)
S (-1.664080, 3.517761, -5.795182)
O (-0.425665, 4.079684, -6.242659)
O (-2.542431, 2.934457, -6.771533)
N (-2.458443, 4.711655, -4.905538)
C (-2.432866, 6.021528, -5.531559)
C (-3.023356, 7.030361, -4.546758)
O (-4.336940, 6.670651, -4.182802)
C (-4.372233, 5.391578, -3.599640)
C (-3.808286, 4.329346, -4.547256)
C (-0.552805, 2.692626, -3.437486)
C (-0.298657, 1.790890, -2.420970)
C (1.035508, -2.695096, -0.256117)
C (1.643599, -3.489618, 0.898809)
O (2.198037, -4.556801, 0.780698)
C (2.220057, -4.437474, 3.645034)
C (2.664399, -4.772902, 4.911251)
H (4.314583, -6.259712, 9.345045)
H (3.231835, -4.887040, 9.630426)
H (4.889991, -4.602546, 9.099604)
H (2.714551, -5.992395, 7.455007)
H (4.392675, -5.703247, 6.918166)
H (2.614271, -1.718238, 6.324645)
H (1.847743, -1.105379, 4.084023)
H (1.478069, -0.675288, 1.786785)
H (0.032457, -1.335283, 2.591924)
H (-0.886621, -2.062031, 0.520504)
H (-1.049884, -1.351216, -1.689018)
H (-2.065603, -0.845618, -3.622085)
H (-2.510181, 0.805564, -5.430524)
H (-1.394601, 6.251642, -5.767809)
H (-3.025132, 6.020916, -6.457945)
H (-3.093182, 8.019199, -5.001592)
H (-2.387583, 7.077868, -3.650457)
H (-5.419676, 5.188144, -3.371823)
H (-3.783565, 5.387218, -2.669526)
H (-3.766533, 3.356877, -4.053334)
H (-4.438702, 4.249132, -5.444120)
H (-0.134266, 3.685444, -3.419964)
H (0.319635, 2.065602, -1.583125)
H (1.855036, -2.209419, -0.791777)
H (0.522868, -3.361926, -0.947342)
H (2.122299, -5.208060, 2.899559)
H (2.892725, -5.806072, 5.118879)

Forces on atoms 1 to 3 (eV/Å):
-0.153 0.105 -0.419
0.108 -0.310 0.185
-0.016 0.193 0.033

=====

The following is a DFT calculation (wB97M-V/def2-TZVPD) of a structure of composition C22H50B2N5NbO9P.

Computed properties:
**LUMO energy**: 1.804 eV
**Charge**: -1

CARTESIAN COORDINATES (ANGSTROEM)
C (-4.763251, 3.346793, -0.642390)
C (-4.591294, 2.761215, -2.156464)
C (-3.132013, 2.099085, -2.346478)
C (-3.199914, 0.478138, -2.520212)
N (-1.867939, -0.159145, -2.282367)
Nb (-1.710609, -1.221997, -0.440450)
C (-0.404287, -2.793663, -1.520887)
C (0.109546, -3.976554, -0.534834)
C (1.310668, -3.361238, 0.360972)
C (2.560068, -2.673607, -0.295060)
C (3.714213, -2.028683, 0.518332)
C (3.592721, -2.077408, 2.078009)
C (2.368951, -2.765949, 2.723730)
C (1.205367, -3.417471, 1.901006)
B (0.199373, 0.042585, 0.008544)
N (0.489002, 0.532575, 1.416168)
O (1.149454, 0.423156, -1.023550)
B (-2.876336, 0.340015, 0.777552)
O (-2.328612, 1.684783, 0.942243)
O (-4.157262, 0.116182, 1.466569)
C (-3.873812, -0.661680, 2.675908)
P (-3.808563, -2.670389, -0.899335)
O (-3.833484, -3.309472, -2.305287)
O (-5.292595, -1.884265, -0.574045)
O (-3.729592, -3.993901, 0.234681)
H (-5.278808, 2.600512, 0.053247)
H (-5.381712, 4.317882, -0.738897)
H (-3.690536, 3.571148, -0.278030)
H (-4.653386, 3.655062, -2.863506)
H (-5.454688, 2.054530, -2.427346)
H (-2.359182, 2.427960, -1.576586)
H (-2.745448, 2.485273, -3.368276)
H (-3.431616, 0.327594, -3.646390)
H (-4.079500, 0.011240, -1.962172)
H (-1.673096, -0.780481, -3.090826)
H (-1.464225, -2.159857, 1.098217)
H (-0.946764, -3.253406, -2.436504)
H (0.490048, -2.210005, -1.972139)
H (0.481264, -4.908660, -1.105013)
H (-0.719740, -4.229503, 0.211328)
H (2.641533, -2.603941, -1.439469)
H (4.601726, -1.501490, 0.008481)
H (4.408905, -1.599593, 2.734086)
H (2.286603, -2.770797, 3.872200)
H (0.291697, -3.896498, 2.394252)
H (1.432260, 0.135542, 1.635025)
H (0.607434, 1.563362, 1.347923)
H (0.686904, 0.904096, -1.747983)
H (-2.678633, 1.999578, 1.812249)
H (-3.050361, -0.174506, 3.309650)
H (-3.545727, -1.730229, 2.397191)
H (-4.807703, -0.774206, 3.330621)
H (-5.928632, -1.974511, -1.322808)
H (-3.324246, -4.776525, -0.195098)
C (-9.916060, 2.295177, 1.815871)
C (-9.407427, 2.337504, 0.398914)
O (-9.752223, 3.210235, -0.389121)
N (-8.540660, 1.367453, 0.005586)
C (-8.019097, 0.261132, 0.782065)
H (-10.596615, 3.130902, 1.981026)
H (-10.461599, 1.365504, 1.991618)
H (-9.083285, 2.384252, 2.516696)
H (-8.243634, 1.461509, -0.955350)
H (-6.929553, 0.341437, 0.803193)
H (-8.297949, -0.669048, 0.281684)
H (-8.401945, 0.253752, 1.800330)
C (7.911093, 1.194222, 3.889892)
C (6.658460, 0.764634, 3.173078)
O (5.922291, -0.107006, 3.615640)
N (6.353762, 1.376833, 1.998598)
C (7.085828, 2.418188, 1.313583)
H (8.018400, 0.616720, 4.808430)
H (8.785118, 1.009580, 3.261554)
H (7.849518, 2.252612, 4.152617)
H (5.500029, 1.035042, 1.578920)
H (6.427462, 3.283923, 1.205300)
H (7.355378, 2.048172, 0.322176)
H (7.986395, 2.712008, 1.848564)
C (7.835837, -1.190438, -2.561063)
C (8.361134, -0.035672, -1.750411)
O (8.324164, -0.031465, -0.527383)
N (8.889020, 1.026340, -2.419880)
C (9.021252, 1.208772, -3.849054)
H (7.448577, -1.957237, -1.889753)
H (7.022504, -0.855751, -3.208591)
H (8.639852, -1.627491, -3.157262)
H (9.219885, 1.760146, -1.809685)
H (10.080059, 1.346110, -4.080972)
H (8.475154, 2.111769, -4.131711)
H (8.634702, 0.361501, -4.410885)

Forces on atoms 1 to 3 (eV/Å):
0.161 0.122 -1.111
0.550 0.549 0.812
-0.493 -0.536 -1.439

=====

The following is a DFT calculation (wB97M-V/def2-TZVPD) of a cluster of 8 separate species, C7H30NO7 in total.

Computed properties:
**LUMO energy**: -2.473 eV
**Energy relative to the best compared isomer or geometry (same formula, charge and spin)**: 57.34 kcal/mol
**Charge**: +1

CARTESIAN COORDINATES (ANGSTROEM)
C (0.412577, 1.685497, 2.623420)
C (1.534693, 0.776664, 1.931681)
C (2.126999, 1.415600, 0.664885)
C (3.223766, 0.396144, 0.112905)
C (2.651780, -0.845030, -0.434621)
C (1.853508, -0.901618, -1.551096)
C (1.500372, -2.110456, -2.257762)
N (-0.834391, 1.679454, 1.832606)
H (0.251845, 1.291418, 3.630827)
H (0.655669, 2.826969, 2.699016)
H (2.359036, 0.744359, 2.732163)
H (1.127666, -0.260649, 1.729756)
H (2.607711, 2.392114, 0.913438)
H (1.267081, 1.718812, 0.066458)
H (4.131253, 0.365959, 0.814357)
H (3.753732, 0.935295, -0.757680)
H (3.041244, -1.765221, -0.015932)
H (1.589497, 0.111106, -2.049276)
H (1.498185, -3.114786, -1.912801)
H (0.436309, -1.958675, -2.663729)
H (2.166914, -2.219193, -3.136295)
H (-0.790993, 0.842394, 1.225551)
H (-1.642300, 1.433932, 2.383673)
H (-0.974498, 2.454197, 1.226530)
H (-2.263727, 3.647786, -0.664800)
H (-1.242219, 2.940848, -1.355546)
O (-1.498033, 3.121529, -0.496107)
H (0.357424, -3.119657, 1.689492)
H (-0.793809, -3.472670, 2.646322)
O (-0.243646, -2.704172, 2.314111)
H (-1.553277, -3.908890, -1.938777)
H (-1.416303, -2.520982, -1.436663)
O (-1.875079, -3.351789, -1.127277)
H (0.331593, 1.996687, -3.058445)
H (-0.962546, 2.372489, -3.712797)
O (-0.617596, 2.220958, -2.860653)
H (-2.268888, 0.042603, -1.011791)
H (-1.482181, 0.651075, -2.050111)
O (-1.616988, -0.248953, -1.585892)
H (-2.875933, -0.440193, 0.821502)
H (-3.940144, 0.733033, 0.333180)
O (-3.094892, 0.536158, 0.579527)
H (-1.649575, -1.962282, 1.499865)
H (-2.692564, -2.477224, 0.423822)
O (-2.549273, -1.950641, 1.182962)

Forces on atoms 1 to 3 (eV/Å):
1.927 1.327 -0.088
0.143 1.345 1.773
0.967 -0.380 1.258

=====

Number 1: highest occupied orbital energy -8.07 eV, calculated total energy -1906.558020 Ha. Number 2: highest occupied orbital energy -4.62 eV, calculated total energy -2267.142641 Ha. Number 3: highest occupied orbital energy -11.64 eV, calculated total energy -865.861348 Ha.